Here is CH7FN3P in the gas phase at a distorted geometry from the Open Molecules 2025 dataset. Energies are from ωB97M-V/def2-TZVPD.

* HOMO: -8.809 eV
* SMILES string: CN[P@@](=N)(N)F
* total charge: 0
* energy relative to the best compared isomer or geometry (same formula, charge and spin): 18.57 kJ/mol
* total energy: -647.813156 a.u.
* LUMO level: 0.60 eV
* orbital gap: 9.41 eV

```
13
Properties=species:S:1:pos:R:3:nbo_charge:R:1
H 1.43 0.17 -2.02 0.3869
N 1.64 1.54 0.90 -1.2521
P 0.63 0.78 -0.15 2.2414
H -0.43 0.30 1.80 0.4277
H -2.19 -0.77 -0.14 0.1994
H -2.04 -1.10 1.58 0.2145
N -0.63 0.20 0.74 -1.0122
F -0.19 1.81 -1.10 -0.5809
H 0.46 -1.02 -1.80 0.4197
H -0.86 -1.99 0.38 0.1819
C -1.49 -1.00 0.62 -0.4006
N 1.09 -0.35 -1.29 -1.1902
H 2.59 1.43 0.48 0.3645
```


Here is a molecular structure, CH7IOSi2 at a distorted geometry from the Open Molecules 2025 dataset. Energies are from ωB97M-V/def2-TZVPD.

* HOMO (alpha / beta): -4.413 / -9.641 eV
* total charge: 0
* total energy: -994.040836 a.u.
* multiplicity: 3
* <S²>: 2.0062
* LUMO level (alpha / beta): 0.24 / -2.57 eV
* orbital gap (alpha / beta): 4.66 / 7.07 eV

```
12
Properties=species:S:1:pos:R:3:mulliken_spin:R:1
Si 0.70 -0.27 1.02 0.5529
I 3.49 0.53 -1.23 0.5140
H 0.94 1.03 1.63 0.0533
H 1.66 -1.17 1.35 0.0272
C 1.42 0.91 -1.06 0.8574
H -2.07 -0.35 -1.31 0.0130
O -0.66 -1.07 0.65 0.0969
H -2.86 -1.93 0.71 -0.0003
H 1.06 0.58 -2.01 -0.0498
H -2.65 0.44 0.91 0.0052
Si -2.18 -0.70 0.09 -0.0064
H 1.16 2.00 -0.76 -0.0634
```


Here is 2 unconnected molecules or ions with the total composition CH7N at a distorted geometry from the Open Molecules 2025 dataset. Energies are from ωB97M-V/def2-TZVPD.

* HOMO: -10.937 eV
* SMILES string: C.N
* total charge: 0
* energy relative to the best compared isomer or geometry (same formula, charge and spin): 32.98 kJ/mol
* total energy: -97.029253 a.u.
* LUMO level: 0.92 eV
* orbital gap: 11.85 eV

```
9
Properties=species:S:1:pos:R:3:nbo_charge:R:1
C -1.41 -0.03 -0.04 -0.8663
H -1.57 -0.89 -0.74 0.2220
H 2.06 0.88 -0.12 0.3409
H -2.37 0.35 0.37 0.2233
H 1.66 -0.19 0.85 0.3406
H -0.77 0.79 -0.43 0.2104
N 2.07 -0.15 -0.07 -1.0233
H -0.83 -0.49 0.76 0.2081
H 1.16 -0.26 -0.58 0.3444
```


Here is 2 unconnected molecules or ions with the total composition CH7N2O at a distorted geometry from the Open Molecules 2025 dataset. Energies are from ωB97M-V/def2-TZVPD.

* HOMO: -2.440 eV
* total charge: -1
* energy relative to the best compared isomer or geometry (same formula, charge and spin): 112.68 kJ/mol
* total energy: -227.006802 a.u.
* LUMO level: 4.47 eV
* orbital gap: 6.91 eV

```
11
Properties=species:S:1:pos:R:3:nbo_charge:R:1
H 0.30 -0.92 -0.99 0.3678
C -0.18 1.04 -0.88 -0.0435
H -0.15 1.46 -1.87 0.1460
H -1.08 1.55 -0.38 0.1515
H -0.68 -2.78 1.89 0.3891
H 0.59 1.72 0.95 0.3473
O -0.12 -2.08 1.51 -1.3811
N -0.52 -0.32 -0.96 -0.8469
N 0.88 1.61 0.04 -0.8757
H 1.65 0.96 0.24 0.3477
H -1.06 -0.62 -0.23 0.3979
```